## A
DFT (ωB97M-V with the def2-TZVPD basis set) results for one molecule with the formula C2H3ClS.

highest occupied orbital energy: -0.3426 Ha
SMILES string: Cl[C@@H]1CS1
molar mass: 94.57 g/mol
HOMO-LUMO gap: 10.1 eV

Structure (ORCA input):
```
! wB97M-V def2-TZVPD RIJCOSX def2/J DEFGRID3
* xyz 0 1
Cl -2.50936 0.24839 -0.66808
C -0.76319 0.52945 -0.68368
C 0.05415 0.08388 0.50658
S -0.19270 1.95147 0.28800
H -0.51508 0.23285 -1.68300
H -0.52989 -0.53991 1.26914
H 1.11400 0.02713 0.47250
*
```

=====

## B
DFT (ωB97M-V with the def2-TZVPD basis set) results for one molecule with the formula C2H3ClS.

highest occupied orbital energy (alpha / beta): -0.3348 / -0.2942 Ha
molar mass: 94.57 g/mol
HOMO-LUMO gap (alpha / beta): 9.0 / 6.2 eV

Structure (ORCA input):
```
! wB97M-V def2-TZVPD RIJCOSX def2/J DEFGRID3
* xyz 0 1
C -0.01649 -0.24932 -0.52044
C -0.16145 0.29748 0.81082
S 0.92092 -1.51097 -1.23450
Cl 0.91035 0.13205 2.06680
H -0.99870 -0.38399 -0.99557
H 0.25970 0.69128 -1.01662
H -0.91433 1.02347 0.88952
*
```

=====

Quick one: least stable of them? B

=====

## A
DFT (ωB97M-V with the def2-TZVPD basis set) results for a 2-piece molecular cluster, C3H8NS2 overall.

highest occupied orbital energy: -0.4929 Ha
molar mass: 122.24 g/mol
HOMO-LUMO gap: 8.0 eV

Structure (ORCA input):
```
! wB97M-V def2-TZVPD RIJCOSX def2/J DEFGRID3
* xyz 1 1
C 0.08029 -2.05706 -0.35043
C -1.24969 -1.49526 -0.17264
C -0.04068 -0.87478 0.44560
N 1.61957 2.57760 0.38227
S -2.22895 -0.50155 -1.22710
S 0.88601 0.33002 1.10897
H 0.55512 -2.95217 0.16437
H 0.45758 -2.14529 -1.35380
H -1.82934 -1.82099 0.66713
H 0.78558 3.19018 0.28385
H 1.86870 2.72004 -0.60049
H 2.22659 3.18312 0.85618
H -3.11794 -1.43637 -1.63658
H -0.01283 1.28251 1.43266
*
```

=====

## B
DFT (ωB97M-V with the def2-TZVPD basis set) results for C3H8NS2 as an isolated structure.

highest occupied orbital energy: -0.5077 Ha
molar mass: 122.24 g/mol
HOMO-LUMO gap: 9.7 eV

Structure (ORCA input):
```
! wB97M-V def2-TZVPD RIJCOSX def2/J DEFGRID3
* xyz 1 1
C 2.38946 -0.59011 0.46714
C 0.35142 0.23148 -0.65507
C -2.08146 -0.05744 -0.13581
N -0.83422 0.69258 0.16611
S 2.00161 1.12211 -0.07415
S 0.90097 -1.39489 -0.18769
H 3.23330 -0.93481 0.05829
H 2.52154 -0.80573 1.58682
H 0.21248 0.43971 -1.64854
H -1.99086 -0.76794 -1.05796
H -2.28614 -0.71335 0.79702
H -2.89106 0.63950 -0.19897
H -0.46054 0.55787 1.06665
H -1.06649 1.58101 -0.18383
*
```

=====

Quick one: least stable of them? A

=====

## A
DFT (ωB97M-V with the def2-TZVPD basis set) results for one molecule with the formula C7H13NSSi.

highest occupied orbital energy: -0.3193 Ha
SMILES string: Cc1cnc([Si](C)(C)C)s1
molar mass: 171.34 g/mol
HOMO-LUMO gap: 9.4 eV

Structure (ORCA input):
```
! wB97M-V def2-TZVPD RIJCOSX def2/J DEFGRID3
* xyz 0 1
C 4.44801 0.16472 -0.21707
C 3.01751 -0.18598 -0.01976
C 2.44727 -1.40090 -0.13642
N 1.11921 -1.46170 -0.07994
C 0.45996 -0.39936 -0.00750
Si -1.34767 0.08352 0.11137
C -1.41286 1.89432 0.75705
C -2.23431 -1.35641 1.09338
C -1.90662 0.02271 -1.75564
S 1.79740 1.09836 0.10220
H 4.90346 -0.73538 -0.24029
H 4.65957 0.77970 -1.22810
H 4.75210 0.61204 0.70475
H 3.15463 -2.17837 -0.28025
H -0.95099 2.52676 0.06270
H -2.38093 2.29682 0.83087
H -1.16480 1.89609 1.83238
H -2.28534 -2.12242 0.42772
H -1.61397 -1.56544 1.88786
H -3.32243 -1.10850 1.17247
H -3.02794 -0.24864 -1.97126
H -1.84960 0.92135 -2.14452
H -1.36571 -0.75868 -2.33150
*
```

=====

## B
DFT (ωB97M-V with the def2-TZVPD basis set) results for one molecule with the formula C7H13NSSi.

highest occupied orbital energy: -0.2577 Ha
SMILES string: C[Si](C)(C)N1C=CC=CS1
molar mass: 171.34 g/mol
HOMO-LUMO gap: 7.8 eV

Structure (ORCA input):
```
! wB97M-V def2-TZVPD RIJCOSX def2/J DEFGRID3
* xyz 0 1
C -1.60966 -0.90461 1.74882
Si -1.17402 -0.35258 0.08240
C -1.79670 -1.69769 -1.07155
C -1.97724 1.29122 -0.51100
N 0.57843 -0.00684 -0.11319
C 1.16250 1.22668 -0.46853
C 2.48095 1.57128 -0.34522
C 3.44674 0.67478 0.22515
C 3.27042 -0.63508 0.31895
S 1.66467 -1.38474 -0.19012
H -1.24035 -1.88028 1.89073
H -1.26528 -0.11256 2.44229
H -2.64617 -1.00490 1.93470
H -1.15785 -1.71808 -1.90507
H -1.94128 -2.61641 -0.66136
H -2.92770 -1.46366 -1.49318
H -1.40758 2.21288 -0.16351
H -1.93152 1.54521 -1.55758
H -2.99617 1.31556 -0.18134
H 0.34632 1.90820 -0.64894
H 2.74679 2.56637 -0.60256
H 4.48425 0.87444 0.55137
H 3.89044 -1.40918 0.71875
*
```

=====

Quick one: least stable of them? A

=====

## A
DFT (ωB97M-V with the def2-TZVPD basis set) results for C2H3ClO2 as an isolated structure.

highest occupied orbital energy: -0.3889 Ha
molar mass: 94.50 g/mol
HOMO-LUMO gap: 11.5 eV

Structure (ORCA input):
```
! wB97M-V def2-TZVPD RIJCOSX def2/J DEFGRID3
* xyz 0 1
C 0.68828 -0.27267 -0.74504
C -0.55812 0.16435 0.70887
O -0.72608 -0.04049 -0.76072
O 0.72294 -0.25200 0.70786
Cl -0.93974 1.83734 1.25625
H 0.65316 -1.27337 -1.10242
H 1.43788 0.31748 -1.20059
H -1.27832 -0.48064 1.13578
*
```

=====

## B
DFT (ωB97M-V with the def2-TZVPD basis set) results for a 2-piece molecular cluster, C2H3ClO2 overall.

highest occupied orbital energy (alpha / beta): -0.2972 / -0.2972 Ha
SMILES string: O1[C@H]2O[C@@H]12.Cl
molar mass: 94.50 g/mol
HOMO-LUMO gap (alpha / beta): 8.8 / 8.8 eV

Structure (ORCA input):
```
! wB97M-V def2-TZVPD RIJCOSX def2/J DEFGRID3
* xyz 0 1
O 0.10890 -0.51030 1.00315
C 0.57253 -0.23159 -0.17937
O -0.12476 0.86653 -0.35198
C -0.72125 0.57532 0.88936
H 0.74129 -0.86068 -1.01048
H -0.62114 1.29983 1.58142
Cl -3.19619 0.08316 -0.37803
H -2.60876 0.88539 -1.15727
*
```

=====

Quick one: least stable of them? B

=====

## A
DFT (ωB97M-V with the def2-TZVPD basis set) results for one molecule with the formula C5H7ClO.

highest occupied orbital energy (alpha / beta): -0.3447 / -0.3022 Ha
molar mass: 118.56 g/mol
HOMO-LUMO gap (alpha / beta): 9.3 / 6.8 eV

Structure (ORCA input):
```
! wB97M-V def2-TZVPD RIJCOSX def2/J DEFGRID3
* xyz 0 1
C -0.66480 1.82411 0.20301
C -1.55758 2.30118 -0.59393
C 0.61818 1.13054 -0.21320
C 0.35894 -0.10145 -1.05362
C -0.40995 -1.24617 -0.41883
O 0.15430 0.06270 -2.31551
Cl -2.15163 2.54232 -2.10805
H -0.77999 1.82265 1.24327
H 1.11687 1.75934 -0.92163
H 1.22011 0.72895 0.68221
H 1.46840 -0.40054 -1.02733
H -0.13102 -2.01151 -1.16833
H -1.45024 -0.95754 -0.42906
H -0.13982 -1.64179 0.57863
*
```

=====

## B
DFT (ωB97M-V with the def2-TZVPD basis set) results for one molecule with the formula C5H7ClO.

highest occupied orbital energy: -0.3573 Ha
SMILES string: CC#C[C@](C)(O)Cl
molar mass: 118.56 g/mol
HOMO-LUMO gap: 10.5 eV

Structure (ORCA input):
```
! wB97M-V def2-TZVPD RIJCOSX def2/J DEFGRID3
* xyz 0 1
C 2.78939 0.23232 0.72501
C 1.42174 -0.05623 0.54467
C 0.21673 -0.10598 0.32030
C -1.14623 -0.36537 -0.24481
C -1.87398 0.81233 -0.80604
O -2.09458 -1.02295 0.58673
Cl -0.79758 -1.44663 -1.70707
H 3.30726 0.10928 -0.28766
H 3.00217 1.16983 1.25058
H 3.25347 -0.53189 1.36294
H -1.79840 0.97681 -1.84226
H -2.90723 0.44565 -0.67753
H -1.57989 1.67846 -0.13750
H -1.79286 -1.89564 0.91263
*
```

=====

## C
DFT (ωB97M-V with the def2-TZVPD basis set) results for one molecule with the formula C5H7ClO.

highest occupied orbital energy: -0.3014 Ha
SMILES string: CO/C=C/C=C/Cl
molar mass: 118.56 g/mol
HOMO-LUMO gap: 9.0 eV

Structure (ORCA input):
```
! wB97M-V def2-TZVPD RIJCOSX def2/J DEFGRID3
* xyz 0 1
C 3.06184 0.27022 0.10665
O 1.82857 -0.38200 -0.08027
C 0.63529 0.28532 -0.03736
C -0.51247 -0.44535 -0.17325
C -1.94740 0.03206 -0.09347
C -3.15423 -0.63537 0.01808
Cl -4.61410 0.40531 0.01984
H 3.50951 0.25750 1.02469
H 3.05825 1.30786 -0.17169
H 3.80429 -0.21751 -0.51546
H 0.48759 1.38202 0.13794
H -0.42724 -1.61169 -0.09442
H -2.26896 1.02589 0.04219
H -3.46095 -1.67426 -0.18348
*
```

=====

## D
DFT (ωB97M-V with the def2-TZVPD basis set) results for one molecule with the formula C5H7ClO.

highest occupied orbital energy: -0.3693 Ha
SMILES string: O[C@@H]1C=CC[C@H]1Cl
molar mass: 118.56 g/mol
HOMO-LUMO gap: 10.8 eV

Structure (ORCA input):
```
! wB97M-V def2-TZVPD RIJCOSX def2/J DEFGRID3
* xyz 0 1
O -0.36603 1.34411 1.54844
C -0.62149 0.98134 0.13565
C -1.16708 -0.38605 0.04674
C -0.30554 -1.38589 0.02270
C 1.03243 -0.71768 -0.30172
C 0.70213 0.69539 -0.58402
Cl 0.61947 0.73984 -2.51341
H -0.67441 0.39916 2.07044
H -1.15050 1.80410 -0.20584
H -2.20607 -0.49639 0.20889
H -0.56198 -2.44584 0.25365
H 1.65354 -0.67973 0.60488
H 1.58468 -1.26184 -1.06888
H 1.46085 1.40949 -0.21754
*
```

=====

Quick one: least stable of them? A

=====

## A
DFT (ωB97M-V with the def2-TZVPD basis set) results for one molecule with the formula C2H3Cl2NO.

highest occupied orbital energy: -0.3809 Ha
SMILES string: O/N=C/C(Cl)Cl
molar mass: 127.96 g/mol
HOMO-LUMO gap: 11.2 eV

Structure (ORCA input):
```
! wB97M-V def2-TZVPD RIJCOSX def2/J DEFGRID3
* xyz 0 1
O -3.00545 -0.45214 -0.09670
N -1.77301 0.17233 -0.16767
C -0.85266 -0.56780 0.31409
C 0.54453 -0.04267 0.52568
Cl 1.71952 -1.14027 -0.21064
Cl 0.76600 1.58343 -0.06993
H -3.59275 0.11841 -0.59001
H -1.06969 -1.55156 0.66418
H 0.71205 -0.02702 1.60415
*
```

=====

## B
DFT (ωB97M-V with the def2-TZVPD basis set) results for a 2-piece molecular cluster, C2H3Cl2NO overall.

highest occupied orbital energy (alpha / beta): -0.2900 / -0.3152 Ha
molar mass: 127.96 g/mol
HOMO-LUMO gap (alpha / beta): 7.7 / 8.5 eV

Structure (ORCA input):
```
! wB97M-V def2-TZVPD RIJCOSX def2/J DEFGRID3
* xyz 0 1
C -1.52797 1.58795 -0.82224
C 0.89431 0.31673 -0.19828
N 0.41281 -0.30257 0.88111
O -2.42573 0.87402 -0.96610
Cl 1.89670 1.71033 0.22239
Cl 1.61086 -0.66297 -1.50936
H -1.66611 2.68045 -1.00649
H 0.45850 -1.36380 0.95272
H -0.42832 0.19553 1.14454
*
```

=====

Quick one: least stable of them? B